{
  "formula": "C19H44CrN9",
  "method": "the ωB97M-V functional and the def2-TZVPD basis",
  "elements": ["Cr", "C", "C", "N", "C", "C", "N", "C", "C", "C", "N", "C", "C", "N", "C", "H", "H", "H", "H", "H", "H", "H", "H", "H", "H", "H", "H", "H", "H", "H", "H", "H", "H", "H", "H", "H", "H", "H", "H", "N", "C", "C", "C", "N", "C", "C", "N", "C", "H", "H", "H", "H", "H", "H", "H", "H", "H", "H", "H", "H", "H", "H", "H", "H", "N", "C", "C", "N", "C", "H", "H", "H", "H"],
  "positions_angstrom": [[0.8187, 0.1779, 0.3283], [2.5157, 2.4502, 2.0487], [2.7643, 1.0627, 2.6041], [2.4769, -0.0461, 1.6264], [3.6675, -0.4471, 0.8289], [3.2655, -1.6657, 0.0291], [1.8650, -1.5085, -0.5114], [1.8295, -1.6916, -2.0031], [2.4213, -0.5241, -2.7611], [1.6704, 0.7785, -2.5925], [1.7970, 1.3131, -1.1928], [1.4369, 2.7771, -1.1325], [0.1533, 2.9349, -0.3672], [0.2350, 2.1385, 0.9007], [1.0444, 2.8326, 1.9717], [3.0346, 2.5853, 1.0967], [2.9887, 3.1643, 2.7258], [2.1375, 0.8973, 3.4832], [3.7991, 0.9581, 2.9314], [2.2819, -0.8664, 2.1974], [4.5064, -0.6865, 1.4844], [3.9903, 0.3894, 0.2109], [3.2939, -2.5531, 0.6634], [3.9670, -1.8447, -0.7842], [1.3450, -2.3040, -0.1467], [0.7905, -1.8432, -2.3000], [2.3649, -2.6108, -2.2465], [2.4282, -0.7822, -3.8215], [3.4749, -0.3792, -2.4978], [0.6099, 0.6781, -2.8329], [2.0785, 1.5272, -3.2720], [2.7925, 1.2603, -0.9909], [1.3212, 3.1729, -2.1406], [2.2591, 3.3214, -0.6737], [-0.6973, 2.5607, -0.9364], [-0.0421, 3.9854, -0.1454], [-0.7226, 2.1262, 1.2492], [0.5733, 2.6089, 2.9316], [0.9404, 3.9075, 1.8189], [-3.0823, -4.1739, 1.0452], [-1.7035, -3.6260, 0.6691], [-1.7608, -2.7399, -0.5785], [-2.0808, -1.2461, -0.3307], [-0.9643, -0.3188, -0.7314], [-2.4715, -0.9531, 1.1051], [-1.4601, -1.4737, 2.1119], [-0.2702, -0.5508, 2.1185], [-1.0153, -2.9282, 1.8417], [-3.4476, -4.7794, 0.3007], [-3.7885, -3.4529, 1.2119], [-3.0368, -4.7547, 1.8907], [-1.1487, -4.5322, 0.4318], [-2.4634, -3.1530, -1.3055], [-0.7862, -2.8406, -1.0615], [-2.9237, -0.9712, -0.9660], [-1.5282, 0.5923, -0.8810], [-0.6899, -0.5804, -1.6766], [-3.4599, -1.3669, 1.3207], [-2.6082, 0.1249, 1.2319], [-1.9015, -1.4237, 3.1074], [0.3695, -0.8926, 2.8347], [-0.6021, 0.3280, 2.5158], [-1.0864, -3.5280, 2.7510], [0.0489, -2.9407, 1.5856], [-4.5058, 2.9656, -1.7634], [-3.9041, 2.7527, -2.9762], [-2.8278, 1.9729, -2.7125], [-2.7591, 1.7056, -1.3511], [-3.7996, 2.3287, -0.8184], [-5.3443, 3.5095, -1.6106], [-4.2872, 3.1599, -3.8963], [-2.1110, 1.5850, -3.4187], [-4.0769, 2.3463, 0.2231]],
  "atomic_forces_ev_per_a": [[-0.24, 0.25, 0.13], [-0.02, -0.03, -0.07], [-0.01, -0.09, 0.02], [0.06, 0.06, -0.17], [-0.04, 0.01, 0.11], [0.01, -0.04, -0.07], [-0.10, 0.03, 0.01], [0.03, 0.00, 0.07], [0.05, 0.00, -0.01], [0.02, 0.07, 0.09], [-0.13, 0.01, -0.03], [0.04, -0.08, -0.07], [0.02, 0.00, 0.09], [0.06, 0.01, -0.08], [-0.05, 0.00, -0.01], [0.00, 0.02, 0.02], [0.00, -0.01, 0.02], [0.01, 0.01, 0.01], [0.02, 0.01, 0.01], [0.03, 0.00, 0.03], [0.01, 0.01, 0.02], [0.01, 0.01, -0.02], [0.00, 0.00, 0.02], [-0.02, -0.02, -0.01], [0.01, -0.02, -0.02], [0.00, -0.01, -0.02], [0.00, -0.01, -0.01], [-0.01, 0.00, -0.01], [-0.01, -0.01, -0.02], [-0.02, 0.02, 0.00], [0.03, -0.02, -0.02], [0.03, 0.01, -0.03], [0.02, 0.00, -0.01], [-0.01, 0.02, 0.02], [0.02, 0.01, -0.01], [-0.01, 0.00, 0.02], [-0.01, -0.04, -0.02], [0.00, 0.00, 0.01], [0.01, 0.01, -0.01], [0.01, 0.03, 0.01], [-0.06, -0.03, -0.01], [-0.02, 0.01, 0.01], [-0.04, 0.04, -0.09], [0.27, -0.12, 0.08], [-0.02, 0.00, 0.02], [0.02, 0.05, 0.06], [0.05, -0.07, -0.14], [0.01, 0.03, -0.02], [0.01, 0.01, -0.01], [0.00, 0.00, 0.02], [0.02, 0.00, -0.01], [0.02, -0.02, 0.01], [0.00, -0.01, 0.01], [0.01, 0.01, 0.01], [0.00, 0.04, -0.01], [0.04, -0.01, 0.00], [-0.06, -0.01, -0.03], [0.01, -0.02, -0.01], [-0.03, -0.01, 0.00], [-0.01, 0.01, 0.02], [-0.03, -0.04, 0.01], [-0.01, -0.01, 0.05], [-0.01, -0.01, 0.00], [0.00, 0.00, 0.02], [-0.05, 0.05, -0.07], [-0.16, 0.09, 0.04], [0.19, -0.14, 0.11], [-0.04, -0.03, -0.01], [0.02, -0.01, -0.09], [0.01, 0.00, 0.00], [-0.01, 0.01, 0.02], [0.00, 0.00, 0.02], [0.00, 0.00, 0.00]],
  "homo_ha": [-0.700, -0.700],
  "s2": 0.756,
  "mol_weight_g_mol": 450.6,
  "e_lumo_ev": [-13.41, -12.88],
  "multiplicity": 2,
  "charge": 4
}

=====

{
  "formula": "C4H13N2",
  "method": "the ωB97M-V functional and the def2-TZVPD basis",
  "elements": ["C", "C", "C", "C", "N", "N", "H", "H", "H", "H", "H", "H", "H", "H", "H", "H", "H", "H", "H"],
  "positions_angstrom": [[0.9553, 1.1229, -0.1961], [0.7062, -0.0151, 0.7975], [-0.6916, -0.6148, 0.8287], [-1.0271, -1.5564, -0.3596], [0.1318, -2.2413, -0.9191], [0.0739, 2.3322, 0.0292], [0.7332, 0.8334, -1.2177], [1.9736, 1.4684, -0.0637], [1.4507, -0.7765, 0.5532], [0.9628, 0.3523, 1.7933], [-1.4485, 0.1731, 0.8041], [-0.7829, -1.1865, 1.7451], [-1.6769, -2.3556, 0.0196], [-1.6219, -1.0168, -1.1098], [-0.1825, -2.9058, -1.6127], [0.8093, -1.6321, -1.3581], [0.4644, 3.1610, -0.4887], [-0.9179, 2.1804, -0.2570], [0.0882, 2.6772, 1.0119]],
  "atomic_forces_ev_per_a": [[-0.64, -0.12, 0.57], [0.11, 0.50, -0.16], [0.07, -0.45, -0.82], [-0.16, 0.00, 0.18], [0.09, -0.22, 0.14], [0.62, 0.18, 0.29], [0.31, -0.09, -0.19], [0.14, 0.08, -0.34], [-0.10, -0.12, 0.14], [-0.01, 0.01, 0.01], [0.00, -0.01, 0.40], [-0.10, 0.02, 0.24], [-0.01, 0.25, -0.06], [0.16, 0.10, 0.00], [0.14, -0.04, -0.06], [-0.17, 0.12, -0.08], [-0.21, -0.02, -0.32], [-0.17, 0.05, -0.13], [-0.08, -0.25, 0.18]],
  "homo_ha": [-0.137, -0.351],
  "e_above_lowest_kcal_mol": 33.42,
  "s2": 0.750,
  "mol_weight_g_mol": 89.2,
  "e_lumo_ev": [0.95, 0.73],
  "multiplicity": 2,
  "charge": 0
}

=====

{
  "formula": "C23H29BrNO5SV",
  "method": "the ωB97M-V functional and the def2-TZVPD basis",
  "elements": ["V", "C", "C", "C", "C", "C", "C", "C", "S", "O", "O", "N", "C", "C", "O", "O", "H", "H", "H", "H", "H", "H", "H", "H", "H", "C", "C", "C", "C", "C", "C", "C", "Br", "C", "O", "C", "C", "C", "C", "C", "C", "H", "H", "H", "H", "H", "H", "H", "H", "H", "H", "H", "H", "H", "H", "H", "H", "H", "H", "H", "H"],
  "positions_angstrom": [[0.2641, -0.2500, 0.6847], [4.8299, 3.9922, 5.0184], [4.2427, 2.9230, 4.1486], [5.0563, 2.0002, 3.4913], [4.5074, 0.9442, 2.7888], [3.1246, 0.8347, 2.7223], [2.2871, 1.7677, 3.3254], [2.8555, 2.8089, 4.0307], [2.4271, -0.5825, 1.9605], [0.9770, -0.6495, 2.3988], [3.1957, -1.7416, 2.2378], [2.1323, -0.3594, 0.3697], [2.6586, 0.8452, -0.2659], [1.6490, 1.9632, 0.1121], [1.9149, 3.1012, 0.3166], [0.4437, 1.3820, 0.2591], [5.9164, 3.9972, 4.9723], [4.5318, 3.8164, 6.0535], [4.4571, 4.9773, 4.7366], [6.1326, 2.0982, 3.5414], [5.1340, 0.1994, 2.3139], [1.2132, 1.6635, 3.2596], [2.2163, 3.5387, 4.5103], [2.6655, 0.7368, -1.3504], [3.6579, 1.1103, 0.0717], [-5.0351, -5.6284, -1.3510], [-5.0199, -4.7888, -0.0661], [-5.0509, -5.7093, 1.1665], [-6.2763, -3.9147, -0.0496], [-3.7407, -3.9628, 0.0008], [-3.7605, -2.5863, 0.2086], [-2.5604, -1.9347, 0.3061], [-2.4248, -0.0441, 0.6971], [-1.3139, -2.5626, 0.1886], [-0.2696, -1.7191, 0.3150], [-1.2684, -3.9546, -0.0065], [-2.5031, -4.5931, -0.0878], [-0.0017, -4.8216, -0.0840], [1.3262, -4.0627, -0.1089], [0.0064, -5.7383, 1.1522], [-0.0631, -5.6878, -1.3507], [-5.9740, -6.1796, -1.4126], [-4.2212, -6.3532, -1.3846], [-4.9584, -4.9869, -2.2307], [-5.9916, -6.2612, 1.1940], [-4.9718, -5.1217, 2.0830], [-4.2342, -6.4321, 1.1531], [-7.1566, -4.5535, -0.1115], [-6.2979, -3.2322, -0.9017], [-6.3533, -3.3384, 0.8741], [-4.6806, -2.0273, 0.2916], [-2.4978, -5.6655, -0.2305], [1.5136, -3.5425, 0.8263], [1.3846, -3.3612, -0.9417], [2.1355, -4.7833, -0.2325], [0.0626, -5.1527, 2.0716], [0.8770, -6.3946, 1.1120], [-0.8884, -6.3601, 1.1912], [-0.0649, -5.0694, -2.2499], [-0.9499, -6.3211, -1.3666], [0.8118, -6.3377, -1.3822]],
  "atomic_forces_ev_per_a": [[0.41, 0.51, 2.02], [-0.01, 0.04, -0.03], [-0.04, -0.02, 0.01], [-0.03, 0.00, -0.04], [0.06, -0.14, -0.10], [-0.31, -0.24, 0.00], [-0.03, 0.04, -0.06], [0.04, -0.03, -0.05], [1.15, -0.24, 0.18], [-0.03, 0.24, 0.50], [0.06, 0.08, 0.01], [0.74, 0.16, 0.45], [-0.22, 0.50, 0.04], [1.94, 0.52, -0.29], [-0.48, -0.25, -0.14], [-0.99, 3.49, -0.95], [0.00, 0.03, -0.01], [0.03, 0.03, 0.01], [0.02, 0.00, -0.01], [0.00, -0.01, 0.07], [0.04, 0.02, 0.06], [-0.01, 0.04, 0.06], [0.00, -0.02, 0.04], [0.03, -0.16, 0.03], [0.00, 0.04, -0.06], [-0.01, 0.06, 0.02], [-0.07, -0.10, 0.06], [-0.04, 0.04, -0.05], [0.14, -0.01, 0.00], [0.03, -0.01, 0.01], [-0.12, 0.24, -0.01], [0.65, 0.16, 0.10], [-0.41, -0.22, -0.06], [-1.50, -0.74, -0.21], [-1.14, -4.70, -1.62], [0.51, 0.54, 0.01], [-0.16, 0.05, -0.02], [0.00, -0.16, 0.03], [-0.14, 0.08, -0.04], [-0.01, 0.03, -0.06], [-0.06, 0.02, 0.02], [0.02, -0.03, -0.01], [0.00, 0.01, 0.01], [-0.01, -0.02, -0.02], [0.02, -0.02, 0.00], [-0.02, -0.03, 0.02], [0.01, 0.00, 0.00], [-0.01, 0.01, 0.00], [-0.03, 0.02, 0.02], [-0.03, 0.02, -0.01], [-0.03, -0.06, 0.04], [0.00, 0.05, 0.04], [0.02, 0.17, 0.09], [0.01, 0.07, 0.01], [-0.03, -0.01, -0.01], [-0.02, -0.01, 0.01], [-0.01, -0.01, 0.01], [0.03, -0.02, 0.05], [-0.01, -0.01, -0.01], [0.06, -0.02, -0.07], [-0.01, -0.01, -0.02]],
  "homo_ha": [-0.442, -0.442],
  "e_above_lowest_kcal_mol": 0.00,
  "s2": 0.758,
  "mol_weight_g_mol": 562.4,
  "e_lumo_ev": [-4.31, -3.94],
  "multiplicity": 2,
  "charge": 1
}

=====

Total energy (Eh)
-2286.26881, -269.58685, -5240.79109